Record 1
The following is a DFT calculation (the ωB97M-V functional and the def2-TZVPD basis) of a cluster of 2 separate species, C6H16O3S2Si in total.

Output
ΔE to the lowest compared entry with this formula, charge and spin (kcal/mol): 19.37
Frontier orbital gap (spin up / spin down) (eV): 7.2179 / 7.8489
LUMO energy (spin up / spin down) (eV): 0.1 / 0.5
Charge: 0
HOMO level (spin up / spin down) (eV): -7.1 / -7.3

Last column: Mulliken charge in e.
Cartesian coordinates (Å):
C: 2.53789 0.66397 -1.66628  -0.98
C: -1.58371 -0.37390 -2.23010  -0.63
C: 0.06146 -2.48618 1.63631  -0.60
C: -3.05836 1.01446 1.63836  -0.68
C: 2.54653 -0.22556 -0.49535  -0.04
C: 0.39345 0.87622 0.78456  -0.27
O: -0.93860 -0.87886 -1.09300  -0.29
O: -0.95963 -1.53995 1.49061  -0.32
O: -2.47699 0.37954 0.53526  -0.36
Si: -1.00530 -0.31376 0.43348  0.42
S: 3.74535 -0.07322 0.74186  -0.17
S: 0.48364 2.46255 0.08010  -0.24
H: 2.14757 1.66377 -1.39387  0.20
H: 1.89522 0.25279 -2.44167  0.21
H: 3.53943 0.82031 -2.07387  0.40
H: -1.91082 -1.21902 -2.83766  0.26
H: -0.88816 0.23958 -2.81187  0.21
H: -2.44972 0.22780 -1.95376  0.29
H: 0.28718 -2.96175 0.67748  0.26
H: -0.28546 -3.24032 2.34439  0.24
H: 0.97138 -2.01280 2.02163  0.24
H: -4.12026 1.14365 1.42526  0.24
H: -2.60011 1.99467 1.79761  0.27
H: -2.93638 0.41676 2.54386  0.27
H: 2.07995 -1.19171 -0.52591  0.34
H: 0.92802 0.86091 1.72285  0.48
H: 3.98892 1.22604 0.55690  0.13
H: -0.39249 2.27401 -0.90716  0.15



Record 2
The following is a DFT calculation (the ωB97M-V functional and the def2-TZVPD basis) of a cluster of 2 separate species, C4H13N2O2 in total.

Output
ΔE to the lowest compared entry with this formula, charge and spin (kcal/mol): 56.01
Frontier orbital gap (eV): 10.2361
LUMO energy (eV): -3.5
Charge: +1
HOMO level (eV): -13.7

Last column: Mulliken charge in e.
Cartesian coordinates (Å):
N: -0.73414 0.73749 2.12599  -0.14
C: 0.12817 0.66440 0.93910  -0.94
C: -0.41026 -0.01223 -0.33084  0.56
N: 0.55701 -0.60574 -1.07827  -0.22
C: 1.78463 0.13460 -1.35771  -0.48
C: 1.37990 1.52232 -2.12953  -0.94
O: -1.60661 -0.19471 -0.40092  -0.58
H: -1.59232 1.28098 2.02777  0.36
H: -0.31332 1.23863 2.92505  0.39
H: -0.92502 -0.26889 2.35259  0.36
H: 0.44502 1.71361 0.58850  0.37
H: 1.07442 0.16341 1.11848  0.42
H: 0.32526 -1.13461 -1.91606  0.29
H: 2.27844 0.30544 -0.37172  0.15
H: 2.52036 -0.40238 -2.00906  0.46
H: 0.28843 1.60082 -2.03286  0.32
H: 1.81312 1.39958 -3.09109  0.31
H: 1.60476 2.45702 -1.63963  0.33
H: -2.00737 -2.19028 1.55000  0.34
H: -0.60312 -2.57612 0.93674  0.32
O: -1.05421 -2.10086 1.63996  -0.67



Record 3
The following is a DFT calculation (the ωB97M-V functional and the def2-TZVPD basis) of a structure of composition C10H21ClINO3PRu.

Output
ΔE to the lowest compared entry with this formula, charge and spin (kcal/mol): 0.00
Frontier orbital gap (spin up / spin down) (eV): 5.3747 / 5.1843
2S+1: 6
LUMO energy (spin up / spin down) (eV): -7.1 / -10.7
Charge: +2
HOMO level (spin up / spin down) (eV): -12.5 / -15.9

Last column: Mulliken charge in e.
Cartesian coordinates (Å):
C: -2.59585 1.79697 -4.56280  -1.01
C: -2.64175 0.52862 -3.77304  0.51
H: -3.35165 1.77915 -5.36260  0.34
H: -1.60001 1.93557 -5.00773  0.29
H: -2.80566 2.64267 -3.90115  0.37
O: -3.03015 -0.57161 -4.04872  -0.33
I: -1.93156 0.89007 -1.65491  0.38
Ru: -0.05246 -0.28619 -0.34643  0.44
P: 1.59105 -1.19319 -1.51649  1.10
C: 1.89185 -2.99705 -1.33840  -1.30
C: 1.31916 -0.92324 -3.29854  -1.16
H: 3.14000 0.54558 -0.86847  0.38
H: 3.97552 -0.72324 -1.82378  0.41
H: 3.54975 -1.01931 -0.11787  0.37
C: 3.22565 -0.53226 -1.04529  -1.20
H: 1.17181 0.15263 -3.44966  0.31
H: 2.17377 -1.27738 -3.89336  0.44
H: 2.64224 -3.33208 -2.06709  0.40
H: 0.96324 -3.56160 -1.48437  0.41
H: 0.41216 -1.46049 -3.60614  0.32
H: 2.26848 -3.19077 -0.32633  0.41
C: -0.82877 -1.93273 -0.09790  0.35
O: -1.33109 -2.96693 0.13495  -0.23
Cl: 0.96342 1.84150 -0.49869  -0.35
C: -0.52684 1.30915 5.00608  -0.87
N: -1.03653 1.04281 3.67132  0.06
C: -2.46428 1.13624 3.46391  -0.76
C: -0.28387 0.61766 2.63525  0.76
C: 1.18844 0.46933 2.78657  -0.97
O: -0.93480 0.36288 1.57093  -0.60
H: -1.36481 1.70835 5.58864  0.27
H: 0.28182 2.05257 4.99006  0.35
H: -0.15846 0.39752 5.50265  0.36
H: -2.69381 1.79957 2.62344  0.27
H: -2.89881 0.14706 3.27248  0.29
H: -2.89242 1.54492 4.38304  0.30
H: 1.43140 -0.58943 2.98716  0.25
H: 1.67145 0.77845 1.85451  0.25
H: 1.56237 1.07822 3.61876  0.37



Record 4
The following is a DFT calculation (the ωB97M-V functional and the def2-TZVPD basis) of a cluster of 2 separate species, C2H5F2N in total.

Output
ΔE to the lowest compared entry with this formula, charge and spin (kcal/mol): 120.47
Frontier orbital gap (spin up / spin down) (eV): 10.1947 / 6.9321
LUMO energy (spin up / spin down) (eV): 0.9 / 0.0
Charge: 0
HOMO level (spin up / spin down) (eV): -9.3 / -7.0

Last column: Mulliken charge in e.
Cartesian coordinates (Å):
C: -0.80062 -0.70846 0.39771  -0.39
C: -0.13786 0.58793 -0.20625  0.26
N: 0.96852 1.06689 0.45920  -0.49
F: 0.12234 -1.84666 0.37266  -0.26
F: -0.96024 1.33570 -0.91107  -0.23
H: -1.54440 -0.95853 -0.26623  0.28
H: -1.23508 -0.41569 1.32543  0.34
H: 0.56833 -1.12966 -1.92883  -0.04
H: 1.51594 0.25577 0.76130  0.27
H: 1.50308 1.81269 -0.00391  0.26



Record 5
The following is a DFT calculation (the ωB97M-V functional and the def2-TZVPD basis) of an isolated molecule of C4H7N3O.

Output
ΔE to the lowest compared entry with this formula, charge and spin (kcal/mol): 162.48
Frontier orbital gap (spin up / spin down) (eV): 7.0726 / 7.1631
SMILES string: [H]\N=C(C)/C(/C=N/O)=N/[H]
LUMO energy (spin up / spin down) (eV): -1.5 / -1.4
Charge: 0
HOMO level (spin up / spin down) (eV): -8.6 / -8.6

Last column: Mulliken charge in e.
Cartesian coordinates (Å):
H: -2.21616 0.04476 0.38534  0.24
N: -1.54468 0.61594 0.89686  -0.74
C: -0.34677 0.48052 0.48852  0.99
C: 0.75345 1.27043 1.13987  -1.22
C: -0.06082 0.27543 -1.22878  0.19
C: 0.40536 -1.05684 -1.11234  -0.36
N: 0.48402 -1.31593 0.17616  -0.12
O: -0.36891 -2.26836 0.71756  -0.33
N: -0.53001 1.05469 -2.09142  -0.63
H: -0.67738 0.62986 -3.00927  0.25
H: 0.78251 2.26750 0.70111  0.29
H: 0.56529 1.36372 2.20896  0.38
H: 1.72139 0.79490 0.99122  0.32
H: 0.99269 -1.63064 -1.82029  0.38
H: 0.04001 -2.52597 1.55649  0.35



Record 6
The following is a DFT calculation (the ωB97M-V functional and the def2-TZVPD basis) of the ion C3H6N with charge +1.

Output
ΔE to the lowest compared entry with this formula, charge and spin (kcal/mol): 27.32
Frontier orbital gap (eV): 11.6970
SMILES string: C#[N+]CC
LUMO energy (eV): -5.5
Charge: +1
HOMO level (eV): -17.2

Last column: Mulliken charge in e.
Cartesian coordinates (Å):
C: -1.41556 -1.42259 -1.39784  0.16
N: -0.75812 -1.10422 -0.45350  0.02
C: 0.18587 -0.73150 0.47563  -0.26
C: 0.58390 0.85796 0.27635  -0.99
H: -1.72468 -1.91450 -2.26747  0.43
H: 0.98262 -1.47202 0.46539  0.34
H: -0.24858 -0.76765 1.47473  0.26
H: -0.29330 1.58915 0.22383  0.34
H: 1.17171 1.26398 1.03869  0.37
H: 1.13239 0.91324 -0.64892  0.33



Record 7
The following is a DFT calculation (the ωB97M-V functional and the def2-TZVPD basis) of a structure of composition C21H14BrIrN5OS.

Output
ΔE to the lowest compared entry with this formula, charge and spin (kcal/mol): 4.89
Frontier orbital gap (spin up / spin down) (eV): 7.0738 / 5.1906
2S+1: 6
LUMO energy (spin up / spin down) (eV): -7.5 / -9.3
Charge: +2
HOMO level (spin up / spin down) (eV): -14.6 / -14.5

Last column: Mulliken charge in e.
Cartesian coordinates (Å):
Ir: 1.25466 2.54111 -0.86324  1.03
N: -4.62335 -6.09646 -0.13946  -0.41
C: -3.96547 -5.15449 -0.20716  -0.20
C: -3.16362 -3.99133 -0.27644  0.55
C: -3.74731 -2.76185 -0.65956  -0.96
C: -2.96930 -1.63977 -0.70785  -0.23
C: -1.58512 -1.71693 -0.41250  -0.44
C: -1.00826 -2.95763 -0.04940  -0.44
C: -1.78571 -4.07708 0.03895  -0.90
C: -0.76122 -0.50140 -0.48948  1.30
C: -1.19036 0.60138 0.27095  0.25
C: -2.27055 0.61741 1.24304  -0.73
C: -2.36935 1.88693 1.68982  -0.87
C: -1.33141 2.63710 0.99177  -0.43
N: -0.63929 1.87688 0.18694  0.06
C: 0.35057 -0.53720 -1.34748  0.58
C: 0.68576 -1.63728 -2.24058  -0.87
C: 1.80113 -1.27936 -2.90823  -0.98
C: 2.13963 0.04555 -2.43047  -0.16
N: 1.29123 0.48546 -1.52962  -0.04
H: -4.79746 -2.72468 -0.91334  0.49
H: -3.39913 -0.69620 -1.01422  0.58
H: 0.04318 -3.00975 0.19475  0.56
H: -1.36738 -5.02512 0.34570  0.49
H: -2.86150 -0.22894 1.54658  0.64
H: -3.05777 2.29178 2.41048  0.53
H: -1.12096 3.69344 1.08095  0.54
H: 0.11425 -2.53909 -2.36785  0.59
H: 2.33509 -1.82995 -3.66224  0.50
H: 2.96970 0.65874 -2.75126  0.51
O: -1.90082 3.16180 -3.27777  -0.35
S: -0.54041 3.63516 -3.43000  0.49
N: 0.34144 3.51967 -2.21577  -0.13
Br: 3.66221 4.11320 -0.18945  -0.06
C: 3.45473 2.81034 1.15941  0.59
C: 4.37553 2.65891 2.17752  -0.59
C: 4.12420 1.66710 3.11299  -0.17
C: 2.98439 0.88227 2.99265  -0.88
C: 2.12832 1.11002 1.93573  0.07
N: 2.35189 2.06870 1.02551  -0.23
H: 5.24709 3.29235 2.23561  0.44
H: 4.81507 1.51032 3.93019  0.44
H: 2.76248 0.10622 3.70953  0.43
H: 1.22318 0.53263 1.80429  0.42



Record 8
The following is a DFT calculation (the ωB97M-V functional and the def2-TZVPD basis) of a structure of composition C12H18N11PdSSb.

Output
ΔE to the lowest compared entry with this formula, charge and spin (kcal/mol): 0.00
Frontier orbital gap (eV): 6.6434
LUMO energy (eV): 4.9
Charge: -2
HOMO level (eV): -1.7

Last column: Mulliken charge in e.
Cartesian coordinates (Å):
Pd: -0.04035 0.81564 -0.09905  0.52
N: -2.73322 0.66747 -2.26782  -0.09
C: -1.46920 0.64754 -2.80917  0.40
N: -1.23784 0.59482 -4.11254  -0.54
N: 0.10629 0.56014 -4.20504  -0.68
N: 0.64912 0.59508 -3.04364  -0.39
N: -0.33465 0.64965 -2.11287  0.69
C: -3.01354 0.35655 -0.95257  0.13
N: -4.21076 -0.04166 -0.55333  -0.51
N: -4.06540 -0.21862 0.77800  -0.72
N: -2.86603 0.04321 1.14529  -0.40
N: -2.15683 0.43643 0.06955  0.58
H: -3.47796 0.49741 -2.92140  0.28
C: -1.07985 3.27082 1.78287  -1.25
C: -0.28405 2.22482 2.49629  0.40
C: 0.10111 2.21119 3.82339  -0.86
C: 0.86018 1.03488 4.00978  -0.61
C: 0.89840 0.38917 2.78909  0.21
C: 1.56919 -0.91177 2.49271  -0.86
N: 0.19131 1.11141 1.87231  0.64
H: -1.81183 3.70748 2.46646  0.37
H: -1.62800 2.85148 0.93699  0.16
H: -0.44552 4.07579 1.39808  0.19
H: -0.14380 2.96759 4.55467  0.43
H: 1.33429 0.68555 4.91560  0.40
H: 2.19139 -1.19009 3.34615  0.39
H: 2.22243 -0.85407 1.61513  0.10
H: 0.85389 -1.72413 2.32796  0.03
C: 1.18920 -4.01927 -0.10115  -1.45
Sb: 0.39175 -2.05424 -0.62983  0.75
C: -0.21906 -2.67607 -2.60346  -1.55
C: 2.38337 -1.49206 -1.22816  -1.51
H: 1.94540 -4.28022 -0.84189  0.41
H: 0.41150 -4.78219 -0.09715  0.35
H: 1.64627 -3.97930 0.88686  0.35
H: 0.31416 -3.58996 -2.87011  0.47
H: 0.02675 -1.89044 -3.31556  0.45
H: -1.29220 -2.86081 -2.64030  0.38
H: 2.56119 -1.88501 -2.22946  0.45
H: 3.08008 -1.95013 -0.52413  0.50
H: 2.51724 -0.41187 -1.24553  0.33
S: 1.97061 4.88019 -1.13431  -0.50
C: 1.63888 3.32427 -0.73649  0.23
N: 1.45610 2.21333 -0.43222  -0.69



Record 9
The following is a DFT calculation (the ωB97M-V functional and the def2-TZVPD basis) of a structure of composition C19H52N7ReSSi4.

Output
ΔE to the lowest compared entry with this formula, charge and spin (kcal/mol): 0.00
Frontier orbital gap (spin up / spin down) (eV): 5.9286 / 6.3880
2S+1: 2
LUMO energy (spin up / spin down) (eV): -9.9 / -9.7
Charge: +3
HOMO level (spin up / spin down) (eV): -15.8 / -16.1

Last column: Mulliken charge in e.
Cartesian coordinates (Å):
Re: 0.61774 -0.90225 0.40387  0.48
C: -0.86712 -3.37065 -0.54573  -0.92
C: 0.30769 -4.05730 0.12084  -0.72
N: 1.31739 -3.03415 0.53419  -0.56
C: 1.94287 -3.32745 1.85352  -0.78
C: 1.00138 -2.98258 2.99022  -0.87
S: 0.26014 -1.31921 2.76152  -0.03
C: -1.50259 -1.73310 2.74062  0.27
C: -1.88990 -2.56273 1.53140  -0.76
N: -1.20539 -2.16256 0.25035  0.79
H: -0.60581 -3.04375 -1.55206  0.33
H: -1.71872 -4.05041 -0.62199  0.60
H: -0.00519 -4.60082 1.01019  0.37
H: 0.76279 -4.78950 -0.54515  0.54
H: 2.06181 -3.05580 -0.15894  0.38
H: 2.23013 -4.37972 1.91171  0.51
H: 2.85364 -2.73292 1.92227  0.32
H: 0.18383 -3.69669 3.08005  0.36
H: 1.53616 -2.98389 3.93823  0.59
H: -1.76172 -2.25111 3.66449  0.80
H: -1.99530 -0.76553 2.75646  -1.14
H: -1.65708 -3.60844 1.72109  0.42
H: -2.97054 -2.51907 1.38252  0.55
H: -1.88506 -1.63176 -0.28865  -1.14
C: 4.08496 -0.77133 -3.97839  -1.14
N: 2.72256 -0.88897 -3.43644  0.05
C: 1.61357 -1.10013 -4.37306  -0.72
C: 2.46348 -0.81151 -2.13257  0.67
N: 1.26525 -0.94638 -1.60639  0.45
N: 3.57587 -0.62006 -1.31480  0.01
C: 3.61274 -0.22795 -0.00231  0.53
N: 4.81734 0.11804 0.45693  -0.40
N: 2.53838 -0.21776 0.75312  0.13
H: 4.04744 -0.96985 -5.04341  0.32
H: 4.75396 -1.52178 -3.55068  0.44
H: 4.48509 0.23444 -3.83827  0.40
H: 2.00314 -1.07138 -5.38423  0.31
H: 0.87067 -0.30855 -4.28055  0.22
H: 1.14709 -2.07512 -4.21385  0.34
H: 0.56617 -1.06049 -2.32965  -0.76
H: 4.46241 -0.61496 -1.79448  0.21
H: 5.61669 0.23131 -0.14646  0.20
H: 4.93875 0.40255 1.41635  0.22
H: 2.75123 0.13875 1.67798  0.21
C: -1.38655 1.88586 3.75142  -1.07
Si: -2.36859 1.91114 2.15683  0.72
C: -3.88899 0.79807 2.20599  -1.08
C: -2.97668 3.63430 1.82535  -1.14
Si: -0.91482 0.95300 0.40791  -0.45
Si: 0.79882 2.75988 0.34153  0.79
C: -0.10870 4.37934 0.21085  -1.31
C: 1.78484 2.69983 1.93299  -1.24
C: 1.80474 2.59731 -1.23065  -0.65
Si: -2.44796 0.82871 -1.46137  0.31
C: -1.51048 0.53470 -3.06226  -0.98
C: -3.68243 -0.58457 -1.31731  -1.41
C: -3.35517 2.45732 -1.54526  -1.04
H: -2.07949 1.88625 4.59749  0.53
H: -0.78579 2.79455 3.83235  0.30
H: -0.71210 1.03791 3.87451  0.26
H: -4.29124 0.80136 3.22323  0.51
H: -3.75375 -0.24002 1.90869  0.15
H: -4.65978 1.22017 1.55759  0.34
H: -3.55261 3.90019 2.71956  0.41
H: -3.65736 3.68884 0.97870  0.27
H: -2.20503 4.39073 1.70863  0.34
H: -0.40684 4.77140 1.18171  0.38
H: -0.97086 4.37637 -0.45431  0.26
H: 0.62283 5.07514 -0.21476  0.46
H: 1.37371 3.40981 2.65230  0.48
H: 2.81798 3.00371 1.74182  0.47
H: 1.77832 1.72839 2.42547  0.24
H: 1.16310 2.72500 -2.10526  0.32
H: 2.31726 1.64733 -1.31912  -0.12
H: 2.54831 3.39962 -1.25875  0.53
H: -1.22343 -0.51602 -3.16809  0.18
H: -0.62923 1.16990 -3.17013  0.12
H: -2.17789 0.74859 -3.90168  0.65
H: -3.28034 -1.55689 -1.62065  0.53
H: -4.47294 -0.36799 -2.04320  0.45
H: -4.17343 -0.68065 -0.34943  0.39
H: -2.73936 3.32205 -1.30068  0.20
H: -4.22400 2.46090 -0.88558  0.32
H: -3.72208 2.59094 -2.56631  0.51



| no. | maximum force (eV Å⁻¹) | E_tot (Eh) |
| --- | --- | --- |
| 1 | 0.9 | -1549.807949 |
| 2 | 4.3 | -419.936168 |
| 3 | 8.5 | -1867.506072 |
| 4 | 4.3 | -333.509852 |
| 5 | 3.7 | -395.889487 |
| 6 | 8.6 | -172.315074 |
| 7 | 1.4 | -4233.446232 |
| 8 | 1.5 | -1836.746290 |
| 9 | 0.9 | -2772.124409 |